Entry 1:
ORCA calculation (ωB97M-V/def2-TZVPD) on 8 unconnected molecules or ions with the total composition C24H64O8.

```
! RIJCOSX wB97M-V def2-TZVPD def2/J DEFGRID3
* xyz 0 1
C 0.562 4.648 -3.801
C 0.052 4.445 -2.385
C -0.532 3.088 -2.176
O 1.136 4.576 -1.440
H -0.213 4.480 -4.548
H 1.372 3.937 -3.996
H 0.990 5.643 -3.946
H -0.696 5.209 -2.141
H 0.211 2.303 -2.343
H -1.352 2.913 -2.873
H -0.911 2.990 -1.161
H 1.572 5.417 -1.611
C -4.239 -1.606 -3.187
C -2.800 -1.498 -2.747
C -2.132 -0.272 -3.360
O -2.799 -1.381 -1.330
H -4.807 -0.710 -2.936
H -4.725 -2.464 -2.721
H -4.280 -1.734 -4.272
H -2.246 -2.404 -3.025
H -1.095 -0.170 -3.024
H -2.680 0.617 -3.044
H -2.102 -0.322 -4.452
H -1.896 -1.423 -0.972
C -2.213 -2.346 3.947
C -2.826 -1.944 2.619
C -3.468 -3.109 1.894
O -3.802 -0.938 2.914
H -1.862 -1.441 4.450
H -1.405 -3.064 3.832
H -2.950 -2.789 4.623
H -2.029 -1.537 1.986
H -4.038 -2.792 1.020
H -4.146 -3.664 2.549
H -2.713 -3.826 1.556
H -4.091 -0.555 2.080
C 2.933 -2.161 -3.624
C 1.469 -2.482 -3.422
C 0.952 -3.414 -4.499
O 1.289 -3.086 -2.126
H 3.139 -1.725 -4.602
H 3.514 -3.085 -3.545
H 3.306 -1.472 -2.863
H 0.869 -1.573 -3.381
H 0.872 -2.898 -5.457
H -0.058 -3.751 -4.251
H 1.587 -4.293 -4.615
H 1.939 -3.788 -2.005
C -0.341 0.624 0.434
C 0.557 -0.433 -0.136
C 1.733 -0.811 0.763
O -0.238 -1.613 -0.358
H -1.123 0.810 -0.304
H 0.198 1.563 0.584
H -0.748 0.348 1.408
H 0.974 -0.083 -1.093
H 1.282 -1.149 1.700
H 2.339 0.072 0.979
H 2.344 -1.614 0.353
H 0.352 -2.216 -0.839
C 3.915 2.561 3.067
C 5.210 3.294 2.793
C 5.185 4.697 3.342
O 6.330 2.633 3.410
H 3.930 1.553 2.640
H 3.114 3.095 2.546
H 3.666 2.488 4.124
H 5.394 3.314 1.712
H 4.914 4.679 4.399
H 4.399 5.268 2.836
H 6.125 5.223 3.195
H 6.255 1.693 3.224
C -2.929 2.880 1.906
C -3.611 3.566 0.728
C -3.016 4.915 0.409
O -3.513 2.784 -0.460
H -3.282 1.848 2.004
H -3.139 3.406 2.836
H -1.851 2.815 1.735
H -4.671 3.699 0.992
H -3.643 5.437 -0.319
H -2.046 4.790 -0.081
H -2.879 5.548 1.284
H -3.654 1.861 -0.225
C 1.681 -3.809 3.329
C 1.848 -4.878 2.261
C 0.840 -4.806 1.147
O 3.139 -4.801 1.664
H 0.710 -3.781 3.817
H 1.885 -2.825 2.899
H 2.436 -3.938 4.112
H 1.709 -5.856 2.745
H 0.971 -3.928 0.511
H -0.184 -4.806 1.517
H 0.972 -5.665 0.484
H 3.797 -5.000 2.336
*
```

Summary:
relative energy (zero: lowest compared OMol25 entry of this formula, charge and spin)	29.2	kJ/mol
E_LUMO	0.49	eV
E	-42306.2561	eV
structure (SMILES)	CC(C)O.CC(C)O.CC(C)O.CC(C)O.CC(C)O.CC(C)O.CC(C)O.CC(C)O

Entry 2:
ORCA calculation (ωB97M-V/def2-TZVPD) on a molecular structure, C12H15N3S4SbV.

```
! RIJCOSX wB97M-V def2-TZVPD def2/J DEFGRID3
* xyz -1 2
V 0.138 -0.009 -0.023
S -1.228 1.697 4.307
Sb -1.229 1.927 2.042
S 1.047 1.738 1.184
S -1.939 -0.131 0.938
S -2.255 3.714 1.078
N -0.308 2.585 -3.181
C 0.139 2.242 -1.949
N -0.315 1.075 -1.566
C -1.136 0.621 -2.601
C -1.888 -0.543 -2.716
C -2.613 -0.721 -3.880
C -2.590 0.227 -4.908
C -1.849 1.389 -4.805
C -1.131 1.572 -3.630
H -0.162 3.471 -3.629
H 0.756 2.884 -1.341
H -1.923 -1.259 -1.907
H -3.220 -1.609 -3.993
H -3.175 0.050 -5.802
H -1.832 2.126 -5.599
C 2.413 -0.732 4.168
C 1.622 -1.911 3.579
C 0.366 -2.153 4.430
C 2.493 -3.175 3.507
C 1.206 -1.560 2.228
N 0.873 -1.231 1.176
H 2.770 -1.006 5.162
H 1.768 0.143 4.249
H 3.269 -0.474 3.541
H 0.682 -2.400 5.446
H -0.234 -2.973 4.031
H -0.259 -1.259 4.461
H 2.814 -3.453 4.513
H 3.380 -3.000 2.896
H 1.933 -4.005 3.077
*
```

Summary:
<S²>	1.05
E_LUMO (spin up / spin down)	2.30 / 2.43	eV
E	-92727.2432	eV

Entry 3:
ORCA calculation (ωB97M-V/def2-TZVPD) on a molecular structure, C44H53N4O3PRe.

```
! RIJCOSX wB97M-V def2-TZVPD def2/J DEFGRID3
* xyz 2 4
Re 0.096 -0.381 -0.583
C -3.984 0.698 4.090
O -2.904 1.371 3.451
C -2.505 2.539 3.905
C -3.217 3.427 4.718
C -2.629 4.625 5.183
C -1.394 4.986 4.697
C -0.757 4.178 3.785
C -1.255 2.933 3.463
N -0.412 1.988 2.815
C -0.484 1.644 1.528
N -1.543 2.045 0.824
C -1.664 1.987 -0.621
C -1.189 1.013 -1.427
C -1.162 1.201 -2.840
C -1.616 2.390 -3.321
C -2.126 3.388 -2.481
C -2.313 3.117 -1.127
O -2.998 3.843 -0.253
C -3.642 5.059 -0.725
N 0.479 0.813 0.983
C 1.827 0.914 1.494
C 2.568 -0.217 1.825
C 3.894 -0.131 2.093
C 4.545 1.095 2.016
C 3.829 2.242 1.685
C 2.460 2.136 1.390
O 1.710 3.203 0.849
C 2.546 4.403 0.545
H -3.931 -0.353 3.866
H -4.966 1.050 3.621
H -4.022 0.922 5.187
H -4.141 3.094 5.195
H -3.116 5.238 5.945
H -0.837 5.882 5.015
H 0.192 4.476 3.334
H 0.428 1.664 3.316
H -2.215 2.635 1.317
H -0.722 0.460 -3.544
H -1.506 2.588 -4.415
H -2.407 4.350 -2.861
H -2.874 5.824 -0.980
H -4.318 5.427 0.044
H -4.202 4.748 -1.529
H 1.990 -1.120 1.912
H 4.364 -1.050 2.284
H 5.615 1.159 2.253
H 4.317 3.182 1.608
H 2.982 4.763 1.497
H 1.880 5.175 0.190
H 3.219 4.147 -0.207
C 4.530 -1.084 -2.788
C 3.581 -0.566 -1.742
C 3.548 0.933 -1.676
P 1.801 -1.234 -2.116
C 1.288 -1.120 -3.919
C 1.659 -2.381 -4.730
C 1.749 0.238 -4.500
C 1.691 -3.044 -1.713
C 2.588 -4.067 -2.031
C 2.436 -5.344 -1.517
C 3.330 -6.492 -1.875
C 1.385 -5.586 -0.644
C 0.479 -4.599 -0.277
C 0.678 -3.344 -0.763
N -0.183 -2.262 -0.415
C -1.455 -2.324 0.198
C -1.633 -2.212 1.608
C -0.466 -2.154 2.536
C -2.936 -2.203 2.098
C -4.055 -2.358 1.279
C -5.480 -2.283 1.791
C -3.818 -2.495 -0.077
C -2.546 -2.508 -0.656
C -2.362 -2.613 -2.104
H 5.567 -1.146 -2.443
H 4.501 -0.418 -3.570
H 4.282 -2.060 -3.126
H 3.843 -0.987 -0.796
H 3.507 1.329 -2.702
H 4.478 1.188 -1.193
H 2.715 1.382 -1.193
H 0.158 -1.056 -3.900
H 2.702 -2.716 -4.473
H 1.551 -2.221 -5.773
H 0.949 -3.151 -4.438
H 2.877 0.251 -4.547
H 1.292 1.084 -3.888
H 1.459 0.438 -5.547
H 3.407 -3.869 -2.724
H 4.253 -6.143 -2.374
H 2.828 -7.242 -2.503
H 3.666 -7.026 -0.938
H 1.308 -6.626 -0.284
H -0.364 -4.882 0.420
H 0.457 -2.408 2.033
H -0.611 -2.935 3.345
H -0.378 -1.135 2.937
H -3.120 -2.082 3.190
H -5.617 -1.425 2.428
H -5.715 -3.098 2.514
H -6.151 -2.232 0.986
H -4.647 -2.641 -0.761
H -3.289 -2.642 -2.606
H -1.809 -3.423 -2.541
H -1.798 -1.776 -2.507
*
```

Summary:
<S²>	3.77
relative energy (zero: lowest compared OMol25 entry of this formula, charge and spin)	129.2	kJ/mol
E_LUMO (spin up / spin down)	-5.57 / -6.40	eV
E	-69994.5416	eV